1.
# C10H11N2O

A cluster of 2 separate species, C10H11N2O in total (the ωB97M-V functional and the def2-TZVPD basis, the Open Molecules 2025 dataset).

The geometry in XYZ format:
```
24
Properties=species:S:1:pos:R:3:forces:R:3:mulliken_charge:R:1
C 2.164 0.881 -2.260 -2.59 -1.24 1.27 -0.299
C 2.396 1.478 -1.002 0.08 0.88 1.31 -0.536
C 1.001 0.164 -2.394 2.03 1.15 -2.19 -0.769
C 1.485 1.379 0.023 1.74 2.35 0.49 -0.006
C 0.000 0.179 -1.478 -2.66 -0.06 3.83 0.838
C -0.486 -2.941 -0.406 0.56 -0.65 -1.16 -0.464
C -0.759 0.612 0.667 0.28 -2.38 -1.25 0.565
C -1.001 0.879 2.184 2.67 -2.67 -0.54 -0.773
C -1.273 -0.328 -1.324 1.01 0.43 1.84 -0.820
C -0.550 -2.498 0.679 -0.32 0.18 1.47 -0.443
N 0.280 0.798 -0.173 -1.64 -1.43 -0.87 0.237
N -1.622 -0.171 2.955 -0.34 0.09 -0.53 -0.562
O -1.660 -0.135 0.010 0.52 1.64 -1.34 -0.242
H 2.684 0.930 -3.159 1.72 0.41 -0.80 0.476
H 3.264 2.116 -0.806 -0.24 -0.48 -0.13 0.354
H 0.848 -0.243 -3.364 -0.51 -0.54 -0.51 0.406
H 1.582 1.985 0.963 0.11 -0.97 -1.02 0.293
H -0.294 -3.328 -1.347 0.09 -0.57 -1.15 0.500
H 0.008 1.096 2.611 -1.09 0.56 -0.20 0.393
H -1.701 1.617 2.084 -1.36 2.70 0.71 0.370
H -1.909 -0.958 -1.906 -0.16 0.00 -0.20 0.507
H -0.808 -2.117 1.610 0.00 0.26 0.95 0.421
H -2.524 -0.395 2.559 -0.06 -0.28 0.35 0.280
H -1.124 -0.998 3.277 0.14 0.62 -0.36 0.275
```
Positions in Å, forces in eV/Å.

Computed properties:
HOMO-LUMO gap = 0.2944 hartree
spin multiplicity = 1
energy above the lowest of the compared OMol25 structures with the same formula, charge and spin = 338.6 kJ/mol
LUMO energy = -4.4376 eV
net charge = +1
E_HOMO = -0.457 hartree

2.
# C8H8BrClN3O2

The ion C8H8BrClN3O2 with charge +1 (the ωB97M-V functional and the def2-TZVPD basis, the Open Molecules 2025 dataset).

The geometry in XYZ format:
```
23
Properties=species:S:1:pos:R:3:forces:R:3:mulliken_charge:R:1
N 1.679 -1.196 0.067 -1.06 0.68 -1.77 -0.280
C 1.240 0.023 -0.284 1.30 -0.32 2.44 0.933
C 0.143 0.246 -1.255 -1.95 -2.19 0.77 -1.375
C -1.231 0.747 -0.675 0.82 0.10 -0.41 0.256
C -1.651 0.371 0.582 -0.06 0.48 -1.07 -0.010
C -2.809 0.890 1.116 1.07 0.49 -4.00 -0.919
C -3.572 1.661 0.217 -1.15 -0.10 2.33 0.366
Cl -5.133 2.191 0.822 0.47 -0.08 -0.36 -0.156
N -3.227 2.015 -0.983 -1.41 0.27 1.29 -0.505
C -2.056 1.609 -1.372 0.84 -0.36 -0.70 -0.320
C 1.796 1.222 0.364 -1.77 0.76 -2.13 -0.201
Br 0.929 2.925 -0.011 0.89 -1.02 0.31 -0.001
N 2.938 1.383 0.982 2.98 1.27 3.75 0.792
O 3.457 2.433 1.378 -1.19 -1.39 -1.22 -0.560
O 3.585 0.245 1.487 -1.08 -1.06 -1.26 -0.508
H 2.532 -1.354 0.567 0.35 0.42 0.63 0.234
H 1.336 -2.055 -0.392 -0.09 0.93 0.12 0.279
H 0.470 1.054 -1.857 0.41 0.29 -1.35 0.543
H -0.038 -0.775 -1.729 0.29 1.58 -0.13 0.430
H -1.019 -0.365 0.973 0.44 -0.94 1.69 0.571
H -3.117 0.581 2.014 -1.44 -0.74 3.28 0.538
H -1.936 2.057 -2.305 1.60 0.07 -1.84 0.490
H 4.242 0.493 2.169 -0.26 0.85 -0.40 0.402
```
Positions in Å, forces in eV/Å.

Computed properties:
HOMO-LUMO gap (spin up / spin down) = 0.2376 / 0.2376 hartree
spin multiplicity = 1
energy above the lowest of the compared OMol25 structures with the same formula, charge and spin = 0.0 kJ/mol
LUMO energy (spin up / spin down) = -5.9882 / -5.9867 eV
SMILES = N/C(Cc1ccc(Cl)nc1)=C(/Br)[N+](=O)O
net charge = +1
E_HOMO (spin up / spin down) = -0.458 / -0.458 hartree

3.
# C37H47N9O2RbS2Sb2Se2

A structure of composition C37H47N9O2RbS2Sb2Se2 (the ωB97M-V functional and the def2-TZVPD basis, the Open Molecules 2025 dataset).

The geometry in XYZ format:
```
102
Properties=species:S:1:pos:R:3:forces:R:3:mulliken_charge:R:1
Rb -0.193 0.403 -0.905 0.34 0.51 1.18 0.833
N 3.329 0.049 3.461 0.07 0.02 -0.01 -0.285
C 2.087 0.235 2.834 0.15 0.24 0.18 -0.415
S 1.732 1.831 2.282 -0.06 -0.02 -0.05 -0.226
N 1.411 -0.859 2.710 -0.13 -0.28 0.02 -0.988
N 0.147 -0.828 2.164 -0.01 0.03 -0.17 0.785
C -0.723 -0.258 2.891 -0.02 0.06 0.18 -0.985
C -2.160 -0.210 2.582 -0.15 -0.04 -0.17 0.975
C -2.985 0.540 3.421 -0.01 -0.01 0.06 -0.815
C -4.349 0.557 3.195 -0.04 -0.05 -0.04 -0.700
C -4.860 -0.182 2.138 0.01 -0.01 0.06 -0.942
C -3.966 -0.889 1.345 0.05 0.13 -0.13 -0.608
N -2.652 -0.893 1.539 0.15 -0.08 0.07 0.807
H 3.681 0.898 3.875 -0.03 -0.04 -0.04 0.222
H 3.335 -0.756 4.074 0.01 0.04 0.01 0.240
H -0.426 0.210 3.833 -0.01 -0.01 -0.02 0.303
H -2.545 1.102 4.235 0.00 0.00 0.01 0.442
H -5.005 1.135 3.834 -0.01 0.00 0.01 0.458
H -5.920 -0.220 1.923 -0.02 0.00 0.01 0.483
H -4.326 -1.461 0.492 0.01 -0.03 0.12 0.506
S -0.018 8.270 2.522 0.00 -0.14 -0.08 0.079
N 1.060 7.471 1.616 0.01 -0.06 -0.02 -0.717
C 0.496 6.331 1.256 -0.07 0.08 0.07 0.996
C 1.101 5.300 0.433 -0.05 0.00 0.01 0.600
C 2.403 5.390 -0.061 0.01 0.05 0.05 -0.810
C 2.895 4.361 -0.825 0.02 -0.02 0.01 -0.694
C 2.064 3.269 -1.078 0.03 -0.03 -0.04 -0.327
N 0.830 3.175 -0.626 -0.11 0.08 -0.13 0.281
C 0.343 4.163 0.127 0.03 -0.03 0.06 -0.935
C -1.029 3.997 0.660 0.00 -0.01 0.02 -0.436
N -1.678 2.865 0.358 -0.03 -0.01 -0.04 0.613
C -2.895 2.687 0.840 0.05 0.04 0.02 -0.565
C -3.555 3.623 1.638 -0.01 0.00 -0.01 -1.189
C -2.900 4.790 1.950 0.00 0.07 0.03 -0.782
C -1.609 4.988 1.462 0.02 -0.03 -0.03 0.412
C -0.833 6.179 1.757 0.08 0.10 0.02 0.917
N -1.239 7.207 2.483 -0.01 -0.07 -0.02 -0.711
H 2.998 6.262 0.175 0.00 0.00 0.00 0.492
H 3.902 4.379 -1.217 0.00 0.00 0.00 0.446
H 2.414 2.428 -1.669 0.00 0.01 -0.06 0.454
H -3.378 1.747 0.591 0.00 0.00 -0.03 0.801
H -4.553 3.417 2.000 0.00 0.00 0.01 0.568
H -3.354 5.554 2.568 -0.01 0.00 0.01 0.509
C 4.128 -0.057 -1.982 0.00 -0.03 0.00 -0.926
Se 3.267 -1.624 -1.216 -0.04 0.01 0.10 0.085
C 4.090 -1.360 0.539 0.07 0.07 -0.06 -0.325
C 4.182 -2.623 1.361 -0.08 -0.03 0.05 -1.169
Se 2.480 -3.579 1.561 0.04 -0.07 -0.04 0.222
C 3.075 -5.219 0.680 -0.01 0.05 0.02 -1.148
H 4.075 0.748 -1.248 -0.02 0.02 -0.03 0.165
H 3.560 0.208 -2.868 -0.03 0.03 -0.03 0.241
H 5.169 -0.266 -2.225 -0.02 0.00 0.00 0.452
H 3.529 -0.592 1.061 -0.01 0.00 -0.03 0.041
H 5.096 -0.979 0.355 0.01 -0.01 0.01 0.520
H 4.545 -2.377 2.358 0.00 0.00 -0.01 0.441
H 4.867 -3.335 0.902 0.02 -0.03 0.01 0.574
H 3.872 -5.697 1.247 0.01 0.00 0.01 0.346
H 3.410 -5.002 -0.332 0.00 -0.01 -0.01 0.357
H 2.216 -5.886 0.635 -0.01 -0.02 -0.01 0.325
C -3.531 1.076 -4.097 0.00 0.00 0.05 -1.265
Sb -3.564 0.158 -2.155 -0.17 0.05 -0.19 0.912
C -5.567 0.904 -1.753 0.03 -0.01 0.04 -1.489
C -4.244 -1.773 -2.900 0.02 0.02 0.07 -1.507
C -4.760 -2.649 -1.798 0.02 -0.04 -0.04 0.755
C -6.058 -2.430 -1.327 0.00 -0.01 -0.02 -0.351
C -6.590 -3.145 -0.267 0.03 0.00 0.00 -0.881
C -5.814 -4.117 0.349 0.01 0.05 0.00 -0.793
C -4.538 -4.368 -0.125 0.02 0.00 -0.01 -0.562
C -3.985 -3.663 -1.201 0.00 0.05 -0.05 1.576
C -2.616 -4.028 -1.671 -0.03 0.07 0.00 -2.283
Sb -0.932 -2.995 -0.700 -0.14 -0.41 -0.01 0.154
C 0.403 -4.420 -1.615 -0.08 0.02 -0.01 -0.999
C -1.247 -4.042 1.153 0.04 0.00 -0.04 -1.282
H -4.396 0.757 -4.680 0.00 -0.01 0.01 0.379
H -2.608 0.783 -4.590 0.02 -0.01 -0.02 0.249
H -3.556 2.160 -3.988 0.01 0.00 0.00 0.358
H -6.247 0.690 -2.580 0.00 -0.02 -0.01 0.494
H -5.503 1.987 -1.627 0.00 0.01 0.01 0.428
H -5.969 0.475 -0.834 0.00 0.01 -0.01 0.287
H -3.394 -2.199 -3.429 0.00 -0.02 0.02 -0.011
H -5.030 -1.550 -3.624 0.00 0.01 0.01 0.753
H -6.660 -1.670 -1.812 0.00 0.00 -0.01 0.395
H -7.600 -2.947 0.071 -0.01 0.01 0.00 0.410
H -6.204 -4.683 1.186 0.00 -0.01 0.00 0.392
H -3.939 -5.142 0.341 0.01 -0.01 0.00 0.322
H -2.475 -3.860 -2.740 0.00 0.00 0.03 0.771
H -2.428 -5.086 -1.476 0.01 0.01 0.02 0.763
H 0.169 -5.434 -1.286 -0.01 -0.01 0.01 0.453
H 1.433 -4.179 -1.365 0.06 0.01 0.01 -0.079
H 0.262 -4.340 -2.696 0.00 0.01 0.04 0.412
H -1.306 -5.119 0.986 0.00 -0.01 -0.01 0.553
H -2.173 -3.681 1.601 -0.01 0.00 -0.02 0.283
H -0.428 -3.815 1.832 0.01 0.02 0.03 0.285
N -0.425 -2.723 -4.713 -0.01 -0.02 -0.03 -0.434
C 0.709 -1.841 -4.436 -0.05 0.01 0.02 -0.297
C 0.302 -0.625 -3.591 0.09 -0.09 -0.23 0.201
O -0.917 -0.522 -3.288 -0.25 -0.15 -0.48 -0.712
O 1.210 0.157 -3.244 0.11 -0.03 -0.27 -0.645
H -0.434 -3.030 -5.677 0.00 0.03 0.03 0.226
H -1.266 -2.178 -4.537 0.06 -0.02 0.00 0.141
H 1.183 -1.447 -5.341 0.00 -0.02 -0.01 0.335
H 1.487 -2.369 -3.876 0.01 0.00 0.01 0.012
```
Positions in Å, forces in eV/Å.

Computed properties:
HOMO-LUMO gap = 0.2198 hartree
spin multiplicity = 1
LUMO energy = 1.4878 eV
net charge = -1
E_HOMO = -0.165 hartree

Number 1: largest force on an atom 4.67 eV/Å. Number 2: largest force on an atom 4.96 eV/Å. Number 3: largest force on an atom 1.33 eV/Å.